Model one:
{"formula": "C3H6N3S", "method": "ωB97M-V with the def2-TZVPD basis set", "symbols": ["H", "N", "C", "N", "C", "C", "N", "S", "H", "H", "H", "H", "H"], "xyz": [[-0.97, 2.34, -1.37], [-0.56, 1.52, -0.94], [-1.09, 0.56, -0.25], [-0.11, -0.30, 0.19], [-0.49, -1.47, 0.96], [1.24, 0.05, -0.07], [1.48, 1.01, -0.83], [2.37, 1.98, -1.57], [-2.07, 0.18, 0.00], [-1.16, -2.01, 0.28], [0.39, -1.93, 1.46], [-1.06, -1.26, 1.87], [2.01, -0.67, 0.27]], "mulliken_charge": [0.230, -0.456, -0.043, -0.010, -0.826, 0.145, 0.051, 0.149, 0.442, 0.340, 0.273, 0.347, 0.359], "smiles": "[H]/N=C/N(C)C=[N+]=S", "orbital_gap_ev": 6.890, "charge": 1, "lumo_ev": -6.35}

Model two:
{"formula": "C3H6N3S", "method": "ωB97M-V with the def2-TZVPD basis set", "symbols": ["C", "C", "C", "N", "N", "N", "S", "H", "H", "H", "H", "H", "H"], "xyz": [[0.53, -0.10, 0.33], [-0.24, -1.05, -1.74], [-1.35, 0.76, -0.67], [1.60, -0.90, 0.55], [1.78, -1.92, -0.16], [-0.28, -0.20, -0.76], [-0.26, -1.81, -3.11], [0.19, 0.59, 1.00], [-2.09, 0.54, -1.40], [-0.83, 1.62, -0.81], [-1.96, 0.76, 0.19], [2.01, -0.98, 1.54], [2.55, -2.58, 0.21]], "mulliken_charge": [-0.280, 0.742, -1.141, 0.297, -0.749, -0.133, -0.071, 0.482, 0.365, 0.517, 0.371, 0.335, 0.263], "orbital_gap_ev": [7.086, 7.088], "charge": 1, "lumo_ev": [-5.22, -5.22]}

Going by the computed energies, the most stable comes first: model one, model two.

Model one:
{"formula": "C41H65N6O4SSbTi", "method": "ωB97M-V with the def2-TZVPD basis set", "symbols": ["Ti", "N", "C", "C", "C", "C", "C", "C", "C", "C", "N", "C", "H", "H", "H", "H", "H", "H", "H", "H", "C", "C", "C", "C", "C", "C", "C", "C", "C", "C", "C", "C", "N", "H", "H", "H", "H", "H", "H", "H", "H", "H", "H", "H", "H", "H", "H", "H", "H", "H", "C", "C", "C", "C", "Sb", "C", "C", "C", "C", "C", "C", "C", "C", "H", "H", "H", "H", "H", "H", "H", "H", "H", "H", "H", "H", "H", "H", "H", "H", "H", "H", "H", "H", "H", "H", "H", "H", "H", "H", "H", "C", "C", "S", "O", "O", "C", "C", "N", "C", "N", "C", "C", "N", "O", "O", "C", "H", "H", "H", "H", "H", "H", "H", "H", "H", "H", "H", "H", "H"], "xyz": [[1.03, 0.59, 0.64], [0.28, 0.13, -1.38], [0.45, -1.29, -1.68], [-0.10, -1.89, -2.77], [0.14, -3.26, -3.02], [0.96, -3.98, -2.20], [1.55, -3.38, -1.07], [2.43, -4.05, -0.19], [2.97, -3.39, 0.88], [2.63, -2.05, 1.09], [1.80, -1.39, 0.29], [1.27, -2.02, -0.79], [-0.72, 0.41, -1.40], [0.74, 0.69, -2.09], [-0.73, -1.33, -3.45], [-0.31, -3.72, -3.89], [1.17, -5.02, -2.41], [2.66, -5.09, -0.38], [3.65, -3.88, 1.56], [3.04, -1.50, 1.92], [4.54, 0.60, 2.86], [5.15, 1.24, 1.61], [5.19, 0.29, 0.41], [4.50, 2.57, 1.28], [5.26, 3.73, 1.34], [4.73, 4.97, 1.04], [3.40, 5.07, 0.67], [2.59, 3.95, 0.59], [1.16, 4.11, 0.11], [1.00, 3.58, -1.32], [0.08, 3.57, 1.05], [3.15, 2.70, 0.91], [2.31, 1.58, 0.85], [5.04, -0.34, 3.09], [3.48, 0.41, 2.72], [4.65, 1.25, 3.73], [6.19, 1.47, 1.86], [4.18, 0.07, 0.05], [5.68, -0.64, 0.68], [5.74, 0.74, -0.41], [6.31, 3.65, 1.63], [5.35, 5.86, 1.10], [2.98, 6.04, 0.43], [0.98, 5.19, 0.08], [1.43, 2.57, -1.40], [1.54, 4.20, -2.03], [-0.05, 3.54, -1.61], [-0.05, 2.48, 1.07], [-0.90, 3.94, 0.75], [0.25, 3.87, 2.09], [-3.35, 4.44, -0.92], [-3.77, 3.27, -1.82], [-5.26, 3.37, -2.14], [-2.96, 3.36, -3.12], [-3.18, 1.42, -0.79], [-4.16, -0.22, -1.88], [-5.68, -0.25, -1.76], [-3.57, -1.52, -1.33], [-3.76, -0.07, -3.35], [-4.23, 1.47, 1.15], [-5.54, 2.25, 1.12], [-3.27, 2.11, 2.15], [-4.51, 0.03, 1.59], [-3.64, 5.38, -1.39], [-2.27, 4.47, -0.78], [-3.83, 4.41, 0.06], [-5.42, 4.28, -2.72], [-5.88, 3.43, -1.25], [-5.61, 2.53, -2.75], [-3.04, 4.38, -3.51], [-3.34, 2.69, -3.89], [-1.90, 3.15, -2.97], [-6.02, -0.26, -0.73], [-6.06, -1.16, -2.24], [-6.14, 0.60, -2.26], [-3.94, -1.77, -0.34], [-2.47, -1.50, -1.29], [-3.84, -2.35, -1.99], [-4.21, 0.81, -3.81], [-4.10, -0.95, -3.90], [-2.67, 0.00, -3.47], [-5.39, 3.31, 0.94], [-6.03, 2.15, 2.09], [-6.23, 1.87, 0.37], [-3.02, 3.14, 1.90], [-2.33, 1.55, 2.24], [-3.75, 2.13, 3.14], [-5.30, -0.43, 1.00], [-4.83, 0.03, 2.63], [-3.63, -0.61, 1.51], [-3.23, 2.61, 7.95], [-2.71, 1.40, 8.70], [-1.36, 0.59, 7.89], [-0.90, -0.51, 8.70], [-0.41, 1.58, 7.43], [-2.04, -0.13, 6.39], [-0.88, -0.91, 5.76], [-0.75, -0.67, 4.31], [0.10, 0.20, 3.74], [0.00, 0.12, 2.41], [-0.94, -0.84, 2.12], [-1.40, -1.33, 3.28], [-2.46, -2.28, 3.45], [-2.98, -2.36, 4.55], [-2.78, -2.89, 2.46], [0.99, 1.16, 4.45], [-3.98, 3.12, 8.56], [-3.69, 2.34, 7.01], [-2.42, 3.32, 7.76], [-3.47, 0.63, 8.87], [-2.29, 1.65, 9.68], [-2.37, 0.69, 5.76], [-2.88, -0.78, 6.63], [-1.00, -1.98, 5.91], [0.07, -0.62, 6.20], [-1.26, -1.10, 1.11], [0.75, 1.25, 5.50], [0.87, 2.14, 3.99], [2.03, 0.86, 4.33]], "mulliken_charge": [0.572, 0.652, 0.375, -0.113, -1.107, -0.958, 0.742, -0.744, -1.340, -0.148, 1.060, -0.082, -0.740, 0.420, 0.459, 0.452, 0.482, 0.467, 0.506, 0.518, -0.716, 0.324, -1.391, 0.476, -1.089, -1.259, -1.280, 0.351, 0.257, -0.435, -0.712, 0.252, 0.792, 0.487, -0.578, 0.410, 0.720, -0.004, 0.438, 0.399, 0.454, 0.415, 0.497, 0.873, -0.110, 0.530, -0.307, -0.129, 0.013, 0.467, -1.498, 1.486, -1.676, -1.513, 0.992, 1.675, -1.373, -1.708, -2.022, 1.970, -1.875, -1.883, -1.579, 0.578, 0.069, 0.257, 0.525, 0.268, 0.274, 0.488, 0.330, 0.077, 0.261, 0.491, 0.245, 0.320, 0.054, 0.571, 0.301, 0.527, 0.312, 0.372, 0.537, 0.345, 0.264, 0.336, 0.556, 0.313, 0.597, -0.134, -1.063, -0.525, 1.211, -0.668, -0.682, -0.259, -1.977, 0.350, 0.159, 0.606, -1.028, -0.079, 1.119, -0.585, -0.584, -0.544, 0.381, 0.248, 0.316, 0.408, 0.430, 0.134, 0.589, 0.379, 0.888, 0.666, 0.335, 0.085, -0.055], "orbital_gap_ev": 6.718, "charge": 2, "lumo_ev": -6.20}

Model two:
{"formula": "C41H65N6O4SSbTi", "method": "ωB97M-V with the def2-TZVPD basis set", "symbols": ["Ti", "N", "C", "C", "C", "C", "C", "C", "C", "C", "N", "C", "H", "H", "H", "H", "H", "H", "H", "H", "C", "C", "C", "C", "C", "C", "C", "C", "C", "C", "C", "C", "N", "H", "H", "H", "H", "H", "H", "H", "H", "H", "H", "H", "H", "H", "H", "H", "H", "H", "C", "C", "C", "C", "Sb", "C", "C", "C", "C", "C", "C", "C", "C", "H", "H", "H", "H", "H", "H", "H", "H", "H", "H", "H", "H", "H", "H", "H", "H", "H", "H", "H", "H", "H", "H", "H", "H", "H", "H", "H", "C", "C", "S", "O", "O", "C", "C", "N", "C", "N", "C", "C", "N", "O", "O", "C", "H", "H", "H", "H", "H", "H", "H", "H", "H", "H", "H", "H", "H"], "xyz": [[-0.88, 1.18, 0.23], [-2.32, 0.25, 1.61], [-2.41, -1.16, 1.21], [-3.31, -2.02, 1.76], [-3.40, -3.35, 1.30], [-2.59, -3.79, 0.29], [-1.64, -2.91, -0.29], [-0.79, -3.28, -1.36], [0.10, -2.39, -1.87], [0.16, -1.10, -1.32], [-0.64, -0.72, -0.34], [-1.54, -1.60, 0.19], [-2.09, 0.31, 2.59], [-3.24, 0.68, 1.51], [-3.98, -1.68, 2.54], [-4.12, -4.02, 1.75], [-2.67, -4.80, -0.07], [-0.86, -4.29, -1.77], [0.76, -2.65, -2.69], [0.84, -0.36, -1.71], [-2.42, 3.61, 1.16], [-2.35, 4.48, -0.10], [-0.90, 4.91, -0.40], [-2.98, 3.87, -1.34], [-3.83, 4.67, -2.09], [-4.42, 4.20, -3.25], [-4.18, 2.89, -3.65], [-3.34, 2.05, -2.93], [-3.16, 0.62, -3.43], [-1.71, 0.36, -3.88], [-3.64, -0.42, -2.40], [-2.72, 2.55, -1.78], [-1.83, 1.75, -1.03], [-2.17, 4.18, 2.05], [-1.72, 2.77, 1.13], [-3.42, 3.18, 1.28], [-2.92, 5.37, 0.13], [-0.35, 4.08, -0.82], [-0.40, 5.27, 0.51], [-0.89, 5.72, -1.13], [-4.03, 5.68, -1.76], [-5.06, 4.84, -3.84], [-4.66, 2.51, -4.55], [-3.80, 0.51, -4.30], [-1.02, 0.49, -3.05], [-1.43, 1.07, -4.66], [-1.61, -0.65, -4.28], [-3.15, -0.27, -1.44], [-3.42, -1.43, -2.75], [-4.71, -0.33, -2.25], [3.48, -4.05, -1.71], [4.53, -3.18, -1.02], [5.31, -4.00, 0.01], [5.47, -2.60, -2.07], [3.42, -1.51, -0.13], [2.66, -2.28, 1.79], [3.73, -2.48, 2.87], [1.63, -1.27, 2.29], [1.95, -3.60, 1.50], [4.94, -0.03, 0.43], [4.30, 0.92, 1.44], [6.22, -0.63, 1.02], [5.26, 0.75, -0.84], [3.97, -4.93, -2.15], [2.99, -3.51, -2.52], [2.71, -4.42, -1.02], [5.89, -4.78, -0.52], [4.66, -4.51, 0.72], [6.03, -3.40, 0.57], [5.90, -3.42, -2.66], [6.31, -2.06, -1.62], [4.96, -1.93, -2.76], [4.17, -1.54, 3.19], [4.54, -3.13, 2.53], [3.29, -2.95, 3.75], [2.08, -0.30, 2.53], [1.14, -1.65, 3.20], [0.85, -1.11, 1.53], [2.64, -4.39, 1.20], [1.19, -3.49, 0.72], [1.44, -3.95, 2.41], [4.13, 0.44, 2.41], [3.34, 1.31, 1.07], [4.97, 1.78, 1.62], [6.03, -1.23, 1.91], [6.91, 0.17, 1.31], [6.75, -1.25, 0.29], [5.72, 0.12, -1.61], [5.97, 1.56, -0.61], [4.36, 1.19, -1.28], [7.51, 5.12, -0.54], [6.63, 6.35, -0.32], [5.37, 6.08, 0.89], [4.54, 7.26, 0.98], [5.96, 5.51, 2.08], [4.33, 4.80, 0.19], [3.10, 4.79, 1.10], [2.27, 3.55, 0.98], [1.89, 2.92, -0.15], [1.10, 1.89, 0.13], [0.95, 1.89, 1.50], [1.63, 2.92, 2.03], [1.67, 3.24, 3.45], [2.48, 4.03, 3.85], [0.82, 2.68, 4.11], [2.28, 3.30, -1.53], [8.39, 5.39, -1.12], [6.98, 4.33, -1.09], [7.85, 4.71, 0.42], [6.11, 6.69, -1.22], [7.18, 7.19, 0.10], [4.89, 3.86, 0.25], [4.12, 5.07, -0.85], [2.47, 5.65, 0.92], [3.43, 4.83, 2.13], [0.44, 1.09, 2.05], [3.34, 3.13, -1.70], [2.06, 4.35, -1.73], [1.71, 2.69, -2.23]], "mulliken_charge": [-1.882, -0.138, 0.401, -0.497, -1.014, -1.321, 1.393, -1.263, -1.190, -1.243, 2.631, -0.553, 0.446, 0.448, 0.575, 0.481, 0.551, 0.550, 0.734, 0.875, -0.585, 0.027, -0.850, 0.353, -1.229, -1.216, -1.009, 0.145, 0.304, -1.306, -1.494, 0.407, 0.996, 0.476, -0.045, 0.394, 0.821, -0.203, 0.318, 0.548, 0.488, 0.412, 0.464, 0.802, -0.037, 0.409, 0.451, 0.204, 0.405, 0.467, -1.639, 1.539, -1.572, -1.850, 0.694, 1.974, -1.647, -1.606, -1.880, 1.402, -1.569, -1.713, -1.603, 0.520, 0.274, 0.305, 0.556, 0.298, 0.231, 0.516, 0.292, 0.373, 0.366, 0.237, 0.506, 0.199, 0.588, -0.109, 0.377, 0.241, 0.522, 0.358, 0.001, 0.676, 0.303, 0.496, 0.312, 0.376, 0.367, 0.098, -1.067, -0.523, 1.365, -0.708, -0.659, -0.010, -1.700, 1.377, -0.430, 0.857, -0.052, -0.025, 1.279, -0.623, -0.674, -2.594, 0.404, 0.203, 0.332, 0.378, 0.459, -0.206, 0.556, 0.301, 0.745, 0.879, 0.672, 0.490, 0.260], "orbital_gap_ev": 6.112, "charge": 2, "lumo_ev": -6.28}

Going by the computed energies, the most stable comes first: model one, model two.